Record 1
Density functional theory data (ωB97M-V with the def2-TZVPD basis set) for 7 unconnected molecules or ions with the total composition C9H33BIN12O8S.

Calculated values
Net charge: -1
Highest occupied orbital energy: -4.91 eV
Total energy: -2342.8344 hartree
LUMO energy: 1.9 eV
Molar mass: 607.222 g/mol
Multiplicity: 1

Each line ends with the Mulliken charge.
Element x y z (Å)
I  1.57  -5.75  -3.27  -0.1202
S  0.08  -2.91  -1.03  -0.3674
O  5.22  5.65  5.97  -0.6918
O  0.73  -2.25  -3.69  -0.7595
O  7.46  2.09  0.76  -0.6705
O  2.43  2.71  2.54  -0.7107
O  -4.71  -3.34  -5.33  -0.6290
O  -0.85  1.25  -0.75  -0.8005
O  -2.30  4.09  2.69  -0.6712
O  -1.58  -2.47  -3.14  -0.8367
N  -2.53  -0.18  -1.23  -0.2489
N  1.04  1.79  1.02  -0.1807
N  3.83  4.72  4.45  -0.2602
N  2.34  0.46  2.31  -0.3432
N  -0.47  3.14  3.60  -0.2007
N  7.37  3.61  2.42  -0.3321
N  5.46  2.78  1.54  -0.2360
N  -2.96  1.74  -0.11  -0.3864
N  -2.48  2.93  4.62  -0.3837
N  -6.82  -2.85  -4.69  -0.4067
N  5.13  3.40  5.74  -0.3255
N  -6.40  -4.77  -5.80  -0.3929
C  1.97  1.72  1.99  0.6418
C  -0.30  -4.61  -3.43  -0.7506
C  4.76  4.66  5.42  0.6075
C  -1.79  3.43  3.58  0.6505
C  -5.90  -3.63  -5.28  0.6551
C  6.81  2.78  1.52  0.5740
C  -2.74  -5.58  -3.89  -0.7863
C  -1.56  -5.40  -2.72  0.0057
C  -2.04  0.96  -0.70  0.7153
B  -0.22  -3.06  -2.89  1.0051
H  -2.06  2.39  5.35  0.1581
H  -0.04  2.60  4.33  0.1263
H  -6.50  -1.98  -4.28  0.2251
H  3.03  0.35  3.04  0.1933
H  -7.37  -5.01  -5.77  0.1510
H  -2.34  -6.30  -4.74  0.2347
H  -0.55  -4.55  -4.59  0.3067
H  8.38  3.65  2.45  0.1956
H  -5.74  -5.39  -6.26  0.2275
H  -2.03  -4.75  -1.84  0.1192
H  -3.94  1.50  -0.07  0.1416
H  -3.51  -0.42  -1.19  0.1296
H  -3.74  -6.01  -3.46  0.2812
H  0.10  3.49  2.84  0.0566
H  6.84  4.18  3.05  0.1634
H  5.82  3.29  6.47  0.1930
H  4.75  2.59  5.30  0.1719
H  1.96  -0.35  1.87  0.1460
H  -2.64  2.61  0.30  0.2203
H  0.66  0.97  0.57  0.0902
H  4.99  2.17  0.89  0.1224
H  -1.23  -6.44  -2.26  0.3252
H  4.92  3.34  2.17  0.1679
H  0.19  -1.72  -4.36  0.2544
H  -3.47  3.12  4.65  0.2251
H  3.52  5.64  4.17  0.1633
H  -1.88  -0.80  -1.68  0.1209
H  3.44  3.91  4.00  0.2186
H  -2.92  -4.53  -4.43  0.0840
H  0.73  2.70  0.74  0.1982
H  -0.33  -1.57  -0.74  -0.1521
H  -7.80  -3.09  -4.65  0.1484
H  -1.79  -2.67  -4.12  0.2288

---

Record 2
Density functional theory data (ωB97M-V with the def2-TZVPD basis set) for a molecular structure, C9H33INO8.

Calculated values
Net charge: -1
Highest occupied orbital energy: -5.16 eV
Energy relative to the best compared isomer or geometry (same formula, charge and spin): 861.3 kJ/mol
Total energy: -1316.8698 hartree
LUMO energy: 2.9 eV
Molar mass: 410.266 g/mol
Multiplicity: 1

Each line ends with the Mulliken charge.
Element x y z (Å)
I  1.60  0.62  1.38  -0.2126
O  0.17  -1.47  0.09  -0.7551
O  3.10  2.57  3.21  -0.6298
O  2.74  0.35  -1.03  -0.7233
O  -0.02  1.87  -0.49  -0.8478
O  3.39  2.72  0.10  -0.7124
O  -0.08  2.06  3.24  -0.6893
O  1.11  -1.92  2.86  -0.7063
O  3.50  -0.99  3.26  -0.7155
N  -0.70  -0.69  -0.59  1.9025
C  -2.10  -0.68  -0.07  1.1733
C  -2.75  0.56  -2.13  -0.7838
C  -1.28  0.53  -2.58  -1.2902
C  -2.83  -2.05  -0.06  -1.7790
C  -0.39  -0.62  -2.00  1.6893
C  -2.90  0.40  -0.58  -1.1771
C  1.11  -0.32  -2.32  -2.0597
C  -1.98  -0.34  1.49  -1.6944
C  -0.71  -1.98  -2.78  -1.7748
H  1.21  -0.28  -3.40  0.4958
H  -0.76  1.40  3.26  0.4238
H  -1.78  -2.11  -2.92  0.3755
H  -2.91  -0.44  2.04  0.4942
H  2.05  -2.06  2.81  0.5176
H  -0.24  -1.87  -3.76  0.4831
H  0.95  -1.17  2.28  -0.0620
H  2.50  1.83  3.06  0.0914
H  -3.19  -0.33  -2.58  0.3502
H  -1.49  0.62  1.62  -0.0143
H  -0.87  1.52  -2.38  0.5809
H  1.52  0.63  -1.96  0.3264
H  -2.32  -2.89  0.41  0.3400
H  3.19  2.64  -0.84  0.3449
H  0.42  1.45  0.25  0.0806
H  1.72  -1.16  -1.98  0.3570
H  3.18  -0.35  2.63  0.1670
H  -1.29  -0.96  2.07  0.4702
H  3.46  2.76  2.35  0.4808
H  -3.22  -2.32  -1.04  0.3355
H  -3.34  1.39  -2.52  0.4345
H  0.65  -0.80  0.59  -0.1971
H  -3.76  -1.86  0.47  0.5149
H  3.56  -0.51  4.09  0.3340
H  -1.34  0.41  -3.66  0.5027
H  -3.96  0.19  -0.42  0.5126
H  3.22  -0.47  -0.97  0.2714
H  -0.62  1.21  -0.82  0.1344
H  -0.37  -2.90  -2.32  0.2965
H  2.76  2.14  0.53  0.1214
H  0.42  1.88  2.44  0.2681
H  2.33  0.45  -0.17  0.5073
H  -2.62  1.36  -0.16  0.4467

---

Record 3
Density functional theory data (ωB97M-V with the def2-TZVPD basis set) for 9 unconnected molecules or ions with the total composition C9H33N14O11.

Calculated values
Net charge: -1
Highest occupied orbital energy: -7.34 eV
Total energy: -1957.2636 hartree
LUMO energy: 2.1 eV
Molar mass: 513.450 g/mol
Multiplicity: 1

Each line ends with the Mulliken charge.
Element x y z (Å)
O  2.98  -2.82  3.40  -0.7166
O  0.36  4.54  4.06  -0.7178
O  -0.35  1.22  0.34  0.1313
O  0.00  -0.92  0.00  -0.1311
O  2.05  1.47  -4.87  -0.7690
O  -3.16  -4.56  -0.36  -0.7432
O  -2.09  2.69  -1.26  -0.6200
O  2.76  3.57  -0.47  -0.7859
O  -1.30  -2.41  -5.01  -0.6736
O  -3.28  -3.11  4.63  -0.6792
O  -1.85  -0.25  0.95  -0.7433
N  -0.51  -2.34  -2.93  -0.1330
N  1.89  -1.23  2.34  -0.2268
N  2.38  2.77  -3.10  -0.2469
N  2.84  1.53  0.38  -0.1639
N  0.39  -1.12  -4.45  -0.4552
N  2.07  -2.96  1.33  -0.2138
N  -3.04  -1.33  3.28  -0.2750
N  -1.64  -2.96  3.11  -0.2181
N  4.53  2.89  0.52  -0.4263
N  1.37  0.99  -2.77  -0.1289
N  0.32  2.63  2.86  -0.2267
N  -0.89  4.28  2.24  -0.3075
N  -2.93  -2.40  -0.32  -0.0744
N  -1.13  -3.58  -0.28  -0.1359
C  -2.78  2.03  -2.28  -0.5892
C  1.98  1.72  -3.67  0.4593
C  -0.03  3.86  3.12  0.5469
C  -2.44  -3.59  -0.30  0.4243
C  -0.72  0.03  0.35  0.2207
C  2.32  -2.41  2.48  0.4865
C  3.36  2.65  0.04  0.7545
C  -2.73  -2.53  3.75  0.4770
C  -0.56  -1.99  -4.18  0.3786
H  0.16  -1.90  -2.32  0.1093
H  -0.66  -2.73  0.00  0.0631
H  1.88  1.31  0.13  -0.1267
H  -1.06  3.69  1.44  0.1991
H  -1.25  -2.96  -2.64  0.1247
H  -0.67  -4.48  -0.20  0.1751
H  4.92  2.31  1.25  0.1596
H  1.16  1.31  -1.84  0.1599
H  -1.43  2.15  -0.82  0.2304
H  -3.30  1.18  -1.86  0.2135
H  -2.04  1.73  -3.02  0.2053
H  4.87  3.82  0.36  0.2745
H  -1.40  -3.91  3.32  0.2042
H  -3.79  -0.84  3.73  0.1723
H  -2.32  -1.60  -0.22  -0.0761
H  1.26  -1.49  -4.10  0.2857
H  -2.63  -0.91  2.45  0.5334
H  2.05  -0.62  3.13  0.1051
H  -3.92  -2.21  -0.27  0.1737
H  -1.54  5.02  2.47  0.2003
H  0.07  2.21  1.98  0.1380
H  -3.49  2.67  -2.81  0.2700
H  2.39  -3.90  1.14  0.1841
H  1.51  -2.43  0.67  0.1062
H  1.19  -0.99  1.66  0.0799
H  0.82  0.26  -3.20  0.2944
H  0.38  -0.67  -5.35  0.1375
H  3.51  0.86  0.72  0.1668
H  1.06  2.24  3.43  0.1352
H  2.30  2.89  -2.10  0.0659
H  3.03  3.39  -3.56  0.2485
H  -1.33  -2.42  2.31  0.0640
H  -1.92  0.67  1.21  0.2452

---

Record 4
Density functional theory data (ωB97M-V with the def2-TZVPD basis set) for a molecular structure, C9H34BCsN6O6.

Calculated values
Highest occupied orbital energy: -9.43 eV
Energy relative to the best compared isomer or geometry (same formula, charge and spin): 36.8 kJ/mol
Total energy: -1188.3063 hartree
LUMO energy: -1.0 eV
Molar mass: 466.124 g/mol
Multiplicity: 1

Each line ends with the Mulliken charge.
Element x y z (Å)
Cs  2.02  -2.76  2.30  1.0444
O  -2.52  -0.52  -3.81  -0.7274
O  -2.82  -1.23  1.67  -0.4425
O  2.67  0.70  2.12  -0.5891
O  4.22  -0.75  -2.47  -0.6854
O  -0.12  -5.81  -1.07  -0.6715
O  -0.26  2.84  0.94  -0.6395
N  2.60  0.71  -1.86  -0.2104
N  -1.16  -3.88  -1.61  -0.1787
N  -3.01  0.09  -1.65  -0.2457
N  2.51  -1.43  -1.08  -0.0497
N  -0.87  -0.38  -2.28  -0.0230
N  -1.44  -5.70  -2.96  -0.3749
C  -2.17  -0.30  -2.65  0.5130
C  -0.09  3.26  -0.40  0.3019
C  -3.77  0.34  3.29  -0.8924
C  4.18  2.56  2.30  -1.4079
C  -3.17  -1.05  3.01  -0.2740
C  -0.84  -5.17  -1.84  0.6501
C  0.26  4.75  -0.40  -1.2605
C  3.19  1.82  1.39  0.5175
C  3.22  -0.50  -1.81  0.3800
B  -0.04  -0.25  0.64  3.0826
H  3.66  2.85  3.21  0.3344
H  0.53  5.08  -1.40  0.3703
H  1.68  -1.08  -0.63  0.0292
H  -3.87  -1.85  3.25  0.2925
H  3.54  1.47  0.42  0.2405
H  -2.70  0.22  -0.71  0.1342
H  -2.35  -1.20  3.72  0.2590
H  -0.25  -0.62  -3.04  0.1414
H  2.73  -2.41  -1.12  0.2022
H  -0.55  5.37  -0.03  0.3066
H  1.11  4.79  0.29  0.2750
H  -3.20  1.05  2.70  0.2006
H  -0.22  -1.22  0.04  -0.5124
H  -1.91  -0.94  1.50  0.1694
H  4.46  3.46  1.76  0.3643
H  -1.70  -3.29  -2.22  0.1240
H  -0.22  1.87  0.91  0.0790
H  -1.05  0.20  0.91  -0.4818
H  2.38  2.54  1.23  -0.1543
H  -3.96  0.29  -1.89  0.1900
H  -1.51  -6.69  -3.09  0.2011
H  0.49  -0.66  1.56  -0.8329
H  5.09  2.05  2.62  0.3398
H  -1.81  -5.02  -3.60  0.1843
H  -1.08  3.13  -0.87  0.4010
H  0.61  2.67  -0.99  -0.0771
H  1.78  0.47  1.83  0.2802
H  -0.89  -3.61  -0.68  0.0116
H  0.62  0.47  0.03  -1.5374
H  3.04  1.50  -2.29  0.2109
H  -4.81  0.42  2.99  0.2814
H  1.88  0.91  -1.19  -0.2585
H  -0.53  -0.24  -1.32  0.0743
H  -3.57  0.70  4.31  0.3404

---

Record 5
Density functional theory data (ωB97M-V with the def2-TZVPD basis set) for 8 unconnected molecules or ions with the total composition C9H34N10O8.

Calculated values
Highest occupied orbital energy: -9.17 eV
Energy relative to the best compared isomer or geometry (same formula, charge and spin): 0.0 kJ/mol
Total energy: -1512.7890 hartree
LUMO energy: 0.1 eV
Structure (SMILES): NC(N)=O.NC(N)=O.NC(N)=O.NC(N)=O.NC(N)=O.CCO.CO.CO
Molar mass: 410.433 g/mol
Multiplicity: 1

Each line ends with the Mulliken charge.
Element x y z (Å)
O  22.72  6.67  21.45  -0.7034
O  20.82  7.27  24.50  -0.7431
O  19.67  4.03  16.75  -0.7764
O  21.94  2.29  20.62  -1.0408
O  22.04  -0.38  24.96  -0.7451
O  17.72  4.41  23.58  -0.6707
O  19.00  2.73  21.68  -0.4779
O  21.33  4.03  22.48  1.0165
N  18.37  1.08  20.08  -0.4523
N  19.17  6.97  22.93  -0.3894
N  20.74  5.96  20.47  -0.4521
N  22.25  0.11  22.74  -0.1535
N  19.47  3.88  19.03  -0.1792
N  19.26  0.44  21.86  -0.3243
N  21.46  3.41  18.21  -0.2740
N  20.69  1.21  23.88  -0.1996
N  20.51  8.66  22.61  -0.2203
N  22.57  5.46  19.51  -0.4059
C  22.02  5.99  20.53  0.6146
C  21.71  0.34  23.91  0.4466
C  23.32  2.49  20.45  -1.0042
C  17.95  4.09  25.93  -1.5327
C  18.87  1.47  21.21  0.4835
C  20.17  7.69  23.36  0.4326
C  18.30  3.61  24.52  0.8208
C  22.23  4.01  23.53  -1.1578
C  20.21  3.75  17.97  0.4681
H  18.54  7.16  22.13  0.2475
H  19.40  3.64  24.36  -0.5433
H  20.80  2.09  23.38  -0.1023
H  23.60  2.47  19.44  0.4202
H  21.17  4.91  22.12  -0.6851
H  20.24  5.26  19.86  0.1063
H  19.88  9.09  21.94  0.2346
H  19.79  0.61  22.79  0.3702
H  21.74  3.03  19.11  0.5823
H  21.73  4.30  24.47  0.2458
H  18.92  -0.52  21.70  0.1781
H  18.67  0.27  19.62  0.1786
H  18.38  5.06  26.12  0.3337
H  17.80  3.92  22.76  0.3896
H  18.50  3.95  18.79  0.2535
H  23.62  5.42  19.54  0.2988
H  21.71  2.90  21.33  0.5467
H  23.81  1.74  21.01  0.4686
H  16.89  4.08  26.03  0.3946
H  22.97  4.76  23.30  0.4354
H  20.14  1.13  24.76  0.1918
H  22.93  -0.61  22.69  0.2143
H  18.96  6.26  23.56  0.0639
H  21.35  9.10  23.00  0.2750
H  20.25  6.47  21.21  0.2179
H  19.76  3.51  19.93  -0.0909
H  18.04  1.83  19.47  0.2563
H  22.08  0.59  21.90  0.2978
H  22.04  3.33  17.38  0.2320
H  22.04  4.76  18.87  0.2777
H  22.87  3.16  23.65  0.4473
H  17.87  2.58  24.33  0.3237
H  18.32  3.43  26.68  0.3843
H  23.67  3.44  20.86  0.1750

---

Record 6
Density functional theory data (ωB97M-V with the def2-TZVPD basis set) for 8 unconnected molecules or ions with the total composition C9H34N2O7.

Calculated values
Net charge: +1
Highest occupied orbital energy (spin up / spin down): -13.09 / -13.19 eV
Energy relative to the best compared isomer or geometry (same formula, charge and spin): 39.8 kJ/mol
Total energy: -999.1727 hartree
LUMO energy (spin up / spin down): -2.9 / -4.5 eV
<S²>: 0.755
Molar mass: 282.378 g/mol
Multiplicity: 2

Each line ends with the Mulliken charge.
Element x y z (Å)
O  -1.13  2.08  3.25  -0.7272
O  -2.12  -1.17  2.13  -0.5379
O  2.24  2.98  1.03  -0.6006
O  1.18  3.71  3.71  -0.6116
O  0.90  1.33  -1.33  -0.5745
O  -4.06  0.83  2.23  -0.6248
O  2.48  0.16  2.99  -0.6368
N  0.10  0.57  1.49  0.2723
N  0.33  0.00  -1.26  1.2064
C  -0.56  -2.63  -2.01  -0.6565
C  -2.01  0.90  -1.27  -1.9876
C  1.39  -1.08  -1.44  0.8333
C  0.67  -2.42  -1.09  -1.1618
C  2.08  -1.28  -2.87  -1.5415
C  -1.45  -1.47  -1.71  -1.0355
C  -0.97  -0.03  -1.98  1.3024
C  2.46  -1.11  -0.31  -1.5807
C  -1.03  0.22  -3.58  -1.4878
H  -2.03  0.42  -3.98  0.4323
H  -2.27  0.57  -0.27  0.4170
H  1.45  -1.24  -3.76  0.2684
H  -2.61  -1.80  1.59  0.2941
H  -1.00  -3.61  -1.81  0.4319
H  -1.84  -1.68  2.89  0.2431
H  0.38  -2.41  -0.04  0.3309
H  -2.36  -1.60  -2.30  0.4214
H  -4.49  0.17  2.77  0.3035
H  -1.92  2.44  2.84  0.2787
H  1.09  0.48  1.63  0.0875
H  -0.72  -0.69  -4.08  0.3327
H  -1.94  -1.57  -0.74  0.0781
H  -0.43  1.06  -3.92  0.3393
H  3.25  -1.85  -0.34  0.3894
H  2.02  -1.21  0.69  0.3975
H  1.30  -3.30  -1.22  0.4429
H  0.48  3.17  4.07  0.3224
H  -1.62  1.92  -1.17  0.3972
H  -0.34  -2.59  -3.08  0.2848
H  2.67  -0.38  -3.03  0.4460
H  0.01  0.94  0.56  0.0814
H  2.82  -2.08  -2.89  0.4030
H  -0.30  -0.35  1.41  0.3113
H  -0.44  1.16  2.11  0.3373
H  3.01  0.49  2.26  0.2499
H  -2.90  0.91  -1.89  0.5167
H  3.17  2.90  1.22  0.3083
H  1.31  3.38  2.83  0.3436
H  3.13  -0.10  3.65  0.3070
H  2.14  2.61  0.15  0.2723
H  -1.39  1.90  4.15  0.3312
H  3.03  -0.19  -0.45  0.4295
H  -3.15  0.54  2.18  0.3197